This record from the OMol25 dataset describes a molecular structure, C36H53GeN8PdS3Si3. The level of theory is ωB97M-V with the def2-TZVPD basis set.

Computed properties:
HOMO-LUMO gap (spin up / spin down), Ha: 0.269 / 0.196
LUMO level (spin up / spin down), eV: -4.55 / -7.41
Spin multiplicity: 6
Total charge: +2
HOMO (spin up / spin down), hartree: -0.43569 / -0.46808

Geometry (Å):
Pd (0.17, -0.37, 0.15)
C (5.24, 0.27, 2.54)
N (3.80, 0.05, 2.59)
C (3.21, -0.26, 3.88)
C (3.05, -0.05, 1.46)
N (1.87, -0.57, 1.43)
N (3.66, 0.44, 0.32)
C (3.13, 0.55, -0.96)
N (3.94, 1.24, -1.80)
N (2.02, 0.01, -1.29)
H (5.66, -0.01, 3.50)
H (5.50, 1.32, 2.36)
H (5.72, -0.36, 1.78)
H (3.77, 0.25, 4.65)
H (3.22, -1.33, 4.09)
H (2.18, 0.11, 3.93)
H (1.57, -0.90, 2.34)
H (4.54, 0.90, 0.47)
H (4.72, 1.78, -1.46)
H (3.61, 1.46, -2.72)
H (1.79, 0.23, -2.26)
C (-1.70, 3.30, 1.77)
C (-2.48, 2.80, 2.80)
C (-2.45, 1.44, 3.09)
C (-1.66, 0.58, 2.33)
C (-0.92, 1.08, 1.25)
C (-0.93, 2.44, 1.00)
C (-1.50, -0.85, 2.68)
C (-2.06, -1.42, 3.85)
C (-1.75, -2.70, 4.18)
C (-0.87, -3.45, 3.37)
C (-0.48, -4.78, 3.68)
C (0.37, -5.45, 2.86)
C (0.88, -4.83, 1.70)
C (0.51, -3.55, 1.38)
C (-0.38, -2.84, 2.20)
N (-0.73, -1.56, 1.86)
H (-1.70, 4.36, 1.57)
H (-3.09, 3.46, 3.40)
H (-3.05, 1.08, 3.92)
H (-0.33, 2.85, 0.19)
H (-2.70, -0.83, 4.48)
H (-2.17, -3.15, 5.08)
H (-0.88, -5.24, 4.57)
H (0.67, -6.46, 3.10)
H (1.56, -5.37, 1.06)
H (0.89, -3.07, 0.49)
S (-2.59, 6.74, -3.56)
C (-2.24, 5.17, -3.32)
S (-0.72, 4.51, -2.78)
C (-1.39, 2.91, -2.71)
N (-2.68, 2.89, -3.12)
N (-3.11, 4.08, -3.45)
C (-4.48, 4.20, -3.88)
C (-5.45, 3.63, -3.07)
C (-6.77, 3.71, -3.48)
C (-7.10, 4.34, -4.67)
C (-6.11, 4.90, -5.46)
C (-4.78, 4.83, -5.07)
S (-0.56, 1.58, -2.17)
H (-5.18, 3.14, -2.14)
H (-7.55, 3.28, -2.86)
H (-8.13, 4.40, -4.98)
H (-6.36, 5.38, -6.39)
H (-4.00, 5.25, -5.69)
C (-4.01, -1.22, -0.44)
Si (-2.96, -2.65, -1.07)
C (-3.82, -3.59, -2.46)
C (-2.70, -3.91, 0.28)
Ge (-0.91, -1.68, -2.00)
Si (-1.80, -1.00, -4.39)
C (-2.00, -2.51, -5.46)
C (-0.69, 0.23, -5.26)
C (-3.43, -0.30, -3.82)
Si (0.77, -3.21, -3.04)
C (1.60, -2.49, -4.56)
C (-0.15, -4.80, -3.37)
C (2.11, -3.50, -1.75)
H (-4.47, -1.48, 0.51)
H (-4.82, -0.98, -1.13)
H (-3.42, -0.31, -0.29)
H (-4.64, -4.15, -2.01)
H (-3.14, -4.32, -2.91)
H (-4.24, -2.97, -3.25)
H (-3.64, -4.48, 0.30)
H (-2.58, -3.46, 1.26)
H (-1.89, -4.62, 0.12)
H (-1.05, -2.87, -5.85)
H (-2.58, -2.15, -6.32)
H (-2.56, -3.33, -5.02)
H (-0.30, -0.22, -6.17)
H (0.13, 0.62, -4.67)
H (-1.31, 1.08, -5.55)
H (-4.21, -1.07, -3.78)
H (-3.71, 0.44, -4.58)
H (-3.39, 0.22, -2.87)
H (0.96, -1.88, -5.18)
H (1.98, -3.31, -5.18)
H (2.46, -1.89, -4.26)
H (-0.95, -4.70, -4.10)
H (-0.57, -5.20, -2.45)
H (0.56, -5.54, -3.76)
H (2.27, -2.66, -1.08)
H (3.04, -3.66, -2.30)
H (1.90, -4.40, -1.17)